(1)
Entry from the OMol25 dataset: a cluster of 3 separate species, C36H28F4N2O5PS in total in a non-equilibrium geometry (the ωB97M-V functional and the def2-TZVPD basis).

XYZ file:
```
77
Properties=species:S:1:pos:R:3:forces:R:3
C 4.9679 3.6378 4.6560 -0.01 -0.43 -0.06
C 4.3433 2.2203 4.5624 -0.10 0.70 -0.33
P 3.4317 2.0310 2.9475 0.43 0.54 -0.51
C 3.8512 0.3490 2.3318 -0.56 0.25 0.33
C 1.6628 1.9735 3.4602 0.72 0.01 0.46
C 0.6116 1.1261 3.2927 -0.92 -0.48 0.57
S 0.6047 -0.3984 2.4491 0.12 -0.32 -0.72
N -0.5236 1.7320 3.8629 0.65 -0.39 -0.49
C -0.1868 2.9057 4.3584 -0.14 1.66 0.88
C -1.0571 3.9436 5.0193 -0.40 -0.68 -0.05
O -1.9169 4.5392 4.0529 0.06 -0.08 0.21
C -1.4039 5.6370 3.4353 -0.30 0.20 -0.32
F -0.2329 5.3553 2.8437 0.16 -0.05 -0.08
F -1.1826 6.6263 4.2955 0.04 0.08 0.09
F -2.2678 6.0280 2.5193 0.12 -0.08 0.16
N 1.1061 3.0632 4.1274 -0.01 -1.30 -0.74
F 1.8020 4.1410 4.4673 -0.05 0.21 0.12
H 4.3284 4.3377 5.1877 -0.02 0.04 -0.02
H 5.1580 4.0269 3.6565 0.02 0.11 0.03
H 5.9266 3.5839 5.1691 -0.06 0.07 0.13
H 3.6777 2.0307 5.4024 0.19 -0.27 0.12
H 5.1618 1.5026 4.5440 -0.20 -0.30 0.07
H 4.8440 0.4227 1.8925 0.10 0.06 0.14
H 3.8161 -0.4102 3.1095 0.04 -0.14 -0.12
H 3.1664 0.1089 1.5208 0.05 -0.16 -0.01
H -0.2125 -1.1733 3.1874 0.03 0.46 0.32
H -1.4630 1.3609 3.8668 0.00 -0.06 -0.08
H -1.7122 3.4370 5.7284 -0.02 0.07 -0.02
H -0.4658 4.6635 5.5811 0.11 0.09 -0.17
C 2.0476 -2.1425 -4.4779 -0.02 -0.02 0.07
C 1.5285 -1.3249 -3.4800 0.11 0.02 -0.05
C 1.2046 -1.8603 -2.2452 0.02 0.07 -0.08
C 1.3846 -3.2170 -2.0051 -0.02 -0.06 0.00
C 1.8832 -4.0415 -3.0172 -0.02 0.01 0.08
C 2.2236 -3.4973 -4.2483 0.00 0.09 -0.11
C 2.0384 -5.5076 -2.8044 0.07 -0.10 -0.17
O 2.4780 -6.2230 -3.6781 -0.01 0.02 0.04
C 1.6260 -6.0709 -1.4876 -0.03 0.07 0.05
C 1.7099 -7.4418 -1.2832 0.00 -0.12 0.06
C 1.3429 -7.9830 -0.0625 -0.01 0.04 0.02
C 0.8972 -7.1557 0.9628 0.01 0.00 -0.03
C 0.8086 -5.7886 0.7632 -0.02 -0.11 0.07
C 1.1647 -5.2406 -0.4634 0.02 0.00 -0.06
C 1.0393 -3.7725 -0.6692 -0.04 0.10 0.08
O 0.6617 -3.0447 0.2318 0.00 0.08 0.12
H 2.3061 -1.7222 -5.4408 0.01 0.00 0.00
H 1.3693 -0.2722 -3.6679 -0.01 -0.05 0.01
H 0.7983 -1.2300 -1.4662 -0.01 -0.06 0.05
H 2.6179 -4.1398 -5.0235 -0.02 -0.08 0.05
H 2.0608 -8.0792 -2.0830 0.02 0.08 -0.06
H 1.4046 -9.0518 0.0930 0.00 0.00 0.00
H 0.6162 -7.5808 1.9173 0.00 -0.01 0.00
H 0.4590 -5.1413 1.5553 0.00 0.07 -0.05
C -3.8349 0.3656 -6.4743 -0.03 0.02 0.02
C -5.1064 0.8477 -6.1817 0.05 -0.01 0.01
C -5.3858 1.3583 -4.9250 -0.06 -0.01 -0.11
C -4.3961 1.3806 -3.9510 0.10 -0.03 0.04
C -3.1226 0.8798 -4.2398 -0.05 0.02 0.08
C -2.8449 0.3808 -5.5063 -0.02 -0.04 -0.11
C -2.0577 0.8579 -3.2036 0.11 -0.05 -0.11
O -0.9448 0.4370 -3.4452 -0.07 0.07 0.03
C -2.3925 1.3686 -1.8424 -0.10 0.02 -0.01
C -1.4295 1.3079 -0.8453 0.13 -0.01 0.14
C -1.7153 1.7905 0.4184 -0.12 0.09 0.00
C -2.9618 2.3450 0.6939 0.06 -0.05 -0.03
C -3.9286 2.4009 -0.2958 0.01 0.03 0.14
C -3.6489 1.9061 -1.5639 0.08 -0.04 -0.02
C -4.7115 1.9492 -2.6124 -0.21 0.07 -0.03
O -5.7962 2.4314 -2.3696 0.05 -0.02 0.02
H -3.6185 -0.0258 -7.4593 0.00 0.00 0.00
H -5.8801 0.8259 -6.9374 0.00 0.01 0.00
H -6.3707 1.7396 -4.6938 0.03 0.03 0.08
H -1.8560 0.0032 -5.7267 0.02 0.00 0.08
H -0.4602 0.8811 -1.0649 -0.03 0.00 -0.09
H -0.9588 1.7369 1.1889 0.03 0.04 -0.02
H -3.1826 2.7336 1.6815 -0.01 0.03 -0.01
H -4.9021 2.8254 -0.0924 -0.03 -0.03 -0.09
```
Positions in Å, forces in eV/Å.

Output
energy	-81990.8451	eV
total charge	+1
max |F|	1.89	eV Å⁻¹

Charges per atom according to Löwdin partitioning, unit e:
1. C -0.17
2. C -0.40
3. P 1.00
4. C -0.30
5. C -0.32
6. C -0.59
7. S 0.90
8. N 0.18
9. C -0.17
10. C -0.03
11. O 0.06
12. C -0.72
13. F 0.17
14. F 0.19
15. F 0.22
16. N -0.01
17. F 0.14
18. H 0.06
19. H 0.05
20. H 0.07
21. H 0.07
22. H 0.08
23. H 0.05
24. H 0.05
25. H 0.01
26. H -0.09
27. H 0.19
28. H 0.15
29. H 0.15
30. C -0.04
31. C -0.06
32. C 0.00
33. C -0.08
34. C -0.08
35. C 0.00
36. C -0.28
37. O 0.12
38. C -0.08
39. C 0.00
40. C -0.05
41. C -0.06
42. C -0.01
43. C -0.09
44. C -0.27
45. O 0.06
46. H 0.11
47. H 0.10
48. H 0.10
49. H 0.12
50. H 0.12
51. H 0.11
52. H 0.11
53. H 0.11
54. C -0.05
55. C -0.05
56. C 0.00
57. C -0.08
58. C -0.08
59. C 0.00
60. C -0.26
61. O 0.10
62. C -0.07
63. C 0.00
64. C -0.07
65. C -0.06
66. C 0.01
67. C -0.07
68. C -0.27
69. O 0.12
70. H 0.11
71. H 0.11
72. H 0.12
73. H 0.12
74. H 0.11
75. H 0.05
76. H 0.10
77. H 0.12

---

(2)
Entry from the OMol25 dataset: a structure of composition C36H28I2N7O3PSTi in a non-equilibrium geometry (the ωB97M-V functional and the def2-TZVPD basis).

XYZ file:
```
79
Properties=species:S:1:pos:R:3:forces:R:3
Ti 0.3675 0.1418 -1.5418 -0.25 0.16 0.32
N 0.8787 1.7155 1.6156 -0.48 -0.19 0.15
P 0.7745 0.0460 1.2218 0.29 0.36 1.25
C 2.3147 -0.5746 1.9555 0.63 0.69 -0.20
C 2.5082 -1.9272 1.8022 0.20 -0.99 -0.56
C 3.7053 -2.5178 2.2367 -0.26 -1.23 -0.17
C 4.6567 -1.7680 2.8975 -0.18 0.75 -0.40
C 4.4583 -0.3762 3.0356 1.22 -0.24 0.54
C 3.3286 0.2282 2.5582 -1.50 -0.22 -0.30
C -0.4104 -0.3754 2.5196 -0.43 -0.03 -0.32
C -1.5817 0.3892 2.5653 0.05 -0.73 0.57
C -2.6047 -0.0091 3.4201 0.40 -0.22 -0.22
C -2.4774 -1.1672 4.1739 1.26 -0.08 -0.20
C -1.2664 -1.8925 4.1716 -1.20 0.03 0.26
C -0.2450 -1.4802 3.3537 0.60 -0.24 -0.26
C 0.9841 2.6122 0.6051 0.85 0.42 -0.16
C 1.2345 3.9630 0.8862 0.04 0.48 0.37
C 1.5798 4.8387 -0.1195 -0.03 -0.76 -0.08
C 1.6509 4.3105 -1.4103 0.24 0.24 -1.23
C 1.2760 2.9881 -1.6317 0.89 1.13 0.11
N 0.9978 2.1165 -0.6440 -0.36 0.78 -0.32
H 0.7439 2.0775 2.5627 0.11 -0.37 -0.55
H 1.7213 -2.5430 1.3003 0.81 0.47 0.36
H 3.8833 -3.6051 2.0402 -0.23 1.10 0.32
H 5.5672 -2.2368 3.2398 0.06 0.06 0.08
H 5.2364 0.2529 3.5123 -0.56 -0.57 -0.27
H 3.1658 1.2975 2.7179 0.12 -0.35 -0.25
H -1.7040 1.2875 1.9811 0.01 0.03 -0.26
H -3.4993 0.5798 3.4531 -0.39 0.11 0.11
H -3.2786 -1.4861 4.7884 -0.66 -0.26 0.50
H -1.1458 -2.8053 4.7682 -0.13 0.53 -0.14
H 0.6929 -2.0464 3.3700 -0.44 0.31 -0.12
H 1.2701 4.2998 1.9215 -0.20 -0.18 -0.17
H 1.8300 5.8711 0.1079 -0.01 -0.18 -0.12
H 2.0513 4.9143 -2.2592 -0.70 -0.57 0.78
H 1.2810 2.6019 -2.6392 -0.05 -0.09 -0.08
N -6.1574 4.1699 0.1515 -0.17 0.05 -0.65
C -5.2074 3.5634 -0.5972 -0.64 -0.77 -0.94
C -5.6270 2.6875 -1.6435 0.50 0.63 0.64
C -4.7304 1.8388 -2.2284 -0.44 -1.04 -0.41
C -3.4083 1.8565 -1.8118 1.34 -1.16 -0.98
C -2.9609 2.8028 -0.9287 0.47 0.42 0.03
C -3.8459 3.7184 -0.3981 0.50 0.05 0.71
S -2.1876 0.7127 -2.5329 -0.35 -1.24 -0.47
O -0.8437 1.4214 -2.6486 -0.95 0.23 -0.19
O -2.7233 0.0764 -3.7222 0.44 1.26 1.38
N -1.6045 -0.3574 -1.4494 -1.00 1.08 0.17
C -2.2391 -1.4880 -1.0116 0.45 -1.17 0.39
N -3.5575 -1.6781 -1.1455 0.74 0.45 -0.05
C -4.0500 -2.7402 -0.5197 -0.72 0.32 0.12
C -3.3007 -3.5887 0.2541 0.14 -0.72 0.54
C -1.9399 -3.3903 0.1955 1.94 -0.20 0.23
N -1.3578 -2.3660 -0.4446 -1.31 0.20 0.16
H -7.1080 3.9201 -0.0542 -0.07 0.25 0.30
H -5.9407 4.6737 0.9805 0.03 0.24 0.30
H -6.6441 2.7272 -1.9801 -0.43 -0.22 0.05
H -5.0895 1.0716 -2.9247 0.34 0.49 0.05
H -1.9055 2.8317 -0.6829 0.00 0.22 0.00
H -3.4849 4.5181 0.2310 0.04 -0.04 0.27
H -5.1208 -2.8890 -0.5952 -0.05 0.06 -0.12
H -3.7253 -4.3775 0.8851 0.10 0.30 -0.56
H -1.1998 -4.0898 0.6687 -0.97 0.61 -0.34
I -0.2982 -4.1308 -4.1263 -0.42 0.04 -0.19
C 1.4486 -3.3455 -3.4060 0.32 1.36 1.51
C 2.6024 -4.1424 -3.3888 1.39 1.29 0.08
C 3.8285 -3.6290 -2.9469 -0.24 -0.50 0.27
I 5.5616 -4.8158 -3.2878 -0.52 0.48 0.28
C 3.8984 -2.3582 -2.2954 0.41 0.31 0.00
C 5.0352 -1.6597 -1.7651 1.04 -0.54 0.04
C 4.9813 -0.3582 -1.2961 -0.68 -0.38 0.46
C 3.6909 0.2560 -1.2433 -0.27 -1.09 -0.88
N 2.5969 -0.3341 -1.7388 1.28 -0.06 1.15
C 2.7064 -1.6284 -2.2157 -0.75 0.91 -0.66
C 1.4907 -2.0614 -2.7994 0.09 -1.73 -1.31
O 0.4930 -1.2009 -2.8324 0.24 -0.52 0.02
H 2.5789 -5.1048 -3.8533 -0.02 -0.43 -0.12
H 6.0047 -2.2030 -1.7056 -0.78 0.46 -0.26
H 5.8752 0.1446 -0.8631 -0.90 -0.47 -0.50
H 3.5199 1.2254 -0.8190 0.19 0.44 0.13
```
Positions in Å, forces in eV/Å.

Output
total charge	+1
<S²>	0.75
max |F|	2.17	eV Å⁻¹
2S+1	2
energy relative to the best compared isomer or geometry (same formula, charge and spin)	0.0	kcal/mol

Charges per atom according to Löwdin partitioning, unit e:
1. Ti 0.97
2. N -0.11
3. P 1.06
4. C -0.37
5. C -0.14
6. C -0.07
7. C -0.07
8. C -0.08
9. C -0.08
10. C -0.35
11. C -0.09
12. C -0.07
13. C -0.06
14. C -0.06
15. C -0.09
16. C -0.39
17. C -0.01
18. C -0.04
19. C -0.04
20. C -0.13
21. N -0.02
22. H 0.14
23. H 0.12
24. H 0.13
25. H 0.11
26. H 0.12
27. H 0.10
28. H 0.10
29. H 0.10
30. H 0.10
31. H 0.12
32. H 0.10
33. H 0.12
34. H 0.12
35. H 0.13
36. H 0.11
37. N 0.14
38. C -0.31
39. C -0.01
40. C -0.05
41. C -0.28
42. C -0.08
43. C -0.03
44. S 0.76
45. O -0.42
46. O -0.26
47. N -0.22
48. C -0.44
49. N 0.15
50. C -0.13
51. C -0.06
52. C -0.14
53. N 0.12
54. H 0.11
55. H 0.10
56. H 0.11
57. H 0.13
58. H 0.10
59. H 0.11
60. H 0.11
61. H 0.11
62. H 0.13
63. I 0.99
64. C -0.66
65. C -0.21
66. C -0.62
67. I 0.88
68. C -0.20
69. C -0.01
70. C -0.02
71. C -0.09
72. N 0.04
73. C -0.16
74. C -0.37
75. O -0.21
76. H 0.07
77. H 0.10
78. H 0.13
79. H 0.10

---

(3)
Entry from the OMol25 dataset: a structure of composition C36H28N5O8P2PdSe2 in a non-equilibrium geometry (the ωB97M-V functional and the def2-TZVPD basis).

XYZ file:
```
82
Properties=species:S:1:pos:R:3:forces:R:3
Pd -2.4186 -1.1196 -0.3675 -0.83 -0.77 -2.64
Se 4.8734 -1.3038 -0.0384 0.20 -0.12 0.01
P 3.4826 0.2569 -0.0587 0.44 0.37 -0.03
C 3.8792 1.3941 -1.4209 -0.22 -0.27 0.20
C 5.1375 1.9891 -1.4547 -0.02 0.10 0.10
C 5.5161 2.7312 -2.5560 0.07 0.09 0.05
C 4.6601 2.8515 -3.6407 -0.05 -0.02 -0.10
C 3.4313 2.2148 -3.6308 0.05 0.09 -0.17
C 3.0420 1.4821 -2.5242 -0.09 -0.01 0.22
C 3.5634 1.1321 1.5357 0.10 -0.15 -0.28
C 3.1300 0.3695 2.6158 -0.12 0.02 -0.06
C 3.2738 0.8470 3.9020 -0.09 -0.02 0.06
C 3.8670 2.0820 4.1147 0.06 0.05 0.06
C 4.3257 2.8267 3.0420 0.09 0.08 0.10
C 4.1786 2.3560 1.7488 -0.05 -0.15 -0.05
C 1.7792 -0.2885 -0.2366 -0.22 0.39 -0.12
C 0.4572 0.1754 -0.3980 -0.29 0.10 0.03
N -0.2903 -0.9530 -0.4661 -1.31 0.50 0.50
N 0.4787 -1.9969 -0.3305 -0.57 -0.93 -0.02
N 1.7109 -1.6297 -0.1994 0.21 -0.20 -0.05
P -0.5042 1.7079 -0.5077 0.95 0.40 0.05
Se -2.6356 1.5155 -0.4297 0.12 -1.13 0.15
C -0.1137 2.4190 -2.1394 -0.24 -0.04 0.20
C -0.4808 1.6030 -3.2082 0.04 -0.17 0.08
C -0.3653 2.0650 -4.5038 0.05 -0.07 -0.04
C 0.1168 3.3449 -4.7374 -0.05 0.10 0.00
C 0.4622 4.1633 -3.6748 0.01 0.09 -0.17
C 0.3412 3.7084 -2.3720 -0.03 -0.08 0.16
C 0.0986 2.8571 0.7724 -0.18 -0.15 -0.29
C -0.7697 3.2191 1.7950 -0.15 -0.09 -0.04
C -0.3814 4.1494 2.7399 0.05 0.07 0.06
C 0.8715 4.7352 2.6564 -0.04 -0.01 0.00
C 1.7410 4.3720 1.6410 0.04 0.13 -0.05
C 1.3666 3.4224 0.7053 -0.08 -0.03 -0.03
H 5.8209 1.8380 -0.6299 0.06 0.00 0.00
H 6.4851 3.2085 -2.5760 0.09 0.01 -0.01
H 4.9645 3.4206 -4.5067 0.03 0.06 -0.08
H 2.7731 2.2828 -4.4839 -0.04 -0.01 -0.07
H 2.0926 0.9664 -2.5192 0.01 -0.02 -0.05
H 2.7014 -0.6064 2.4247 -0.05 -0.05 0.09
H 2.9318 0.2536 4.7372 -0.03 -0.03 0.07
H 3.9827 2.4561 5.1213 0.02 0.05 0.08
H 4.8028 3.7811 3.2135 0.03 0.09 0.02
H 4.5312 2.9452 0.9142 0.01 0.05 -0.04
H -0.8742 0.6097 -3.0043 0.03 0.07 -0.12
H -0.6609 1.4344 -5.3292 0.00 -0.06 -0.05
H 0.2026 3.7084 -5.7518 0.02 0.04 -0.05
H 0.8198 5.1658 -3.8641 0.03 0.05 0.02
H 0.5936 4.3577 -1.5465 0.01 0.05 0.02
H -1.7558 2.7757 1.8269 -0.01 -0.01 0.05
H -1.0641 4.4327 3.5277 -0.04 -0.01 0.06
H 1.1694 5.4757 3.3849 0.04 0.06 0.03
H 2.7100 4.8444 1.5738 0.08 -0.04 0.00
H 2.0483 3.1253 -0.0812 0.09 0.07 -0.05
O -6.5220 -1.9276 -0.4449 -0.02 0.09 -0.26
C -5.3409 -2.1537 -0.6747 -0.46 -1.02 0.42
O -4.4753 -1.2339 -0.8552 1.64 1.26 0.56
C -4.8982 -3.6158 -0.7203 0.40 0.34 0.10
C -5.8676 -4.5656 -0.4979 -0.09 -0.31 0.11
C -5.5526 -5.9218 -0.3702 1.16 1.09 -0.27
C -4.2119 -6.3189 -0.4157 -0.15 -0.20 -0.06
C -3.2406 -5.3921 -0.6729 -1.09 0.74 -0.22
C -3.5214 -3.9919 -0.9139 -0.64 -0.68 0.24
O -2.5750 -3.2239 -1.2347 0.91 1.41 0.56
N -1.8577 -5.7964 -0.6961 0.24 -0.17 -0.06
O -1.2432 -5.6716 -1.7276 0.16 -0.04 -0.20
O -1.3988 -6.2370 0.3437 0.20 -0.19 0.23
N -6.5597 -6.8859 -0.1601 -0.59 -0.60 0.15
O -6.2185 -8.0577 -0.0372 -0.11 -0.07 0.01
O -7.7246 -6.5169 -0.1084 0.02 -0.06 0.00
H -6.8943 -4.2388 -0.3989 0.07 0.04 0.01
H -3.9716 -7.3629 -0.2813 0.11 -0.01 0.10
C -1.7865 -3.3892 1.9013 0.21 0.08 -0.47
C -1.9656 -2.0839 2.5967 0.18 0.13 0.01
C -2.2087 -2.1147 4.0841 -0.02 0.12 0.03
O -1.9392 -1.0250 1.9896 -0.09 -0.18 0.81
H -1.2652 -4.1209 2.5103 0.01 -0.07 0.10
H -1.2459 -3.2319 0.9597 -0.15 -0.17 0.19
H -2.7786 -3.7885 1.6721 -0.04 -0.09 0.03
H -2.1272 -3.1229 4.4803 -0.04 -0.01 0.06
H -3.2098 -1.7255 4.2709 -0.04 0.00 0.04
H -1.5012 -1.4594 4.5939 0.00 0.02 -0.06
```
Positions in Å, forces in eV/Å.

Output
total charge	-1
max |F|	2.87	eV Å⁻¹
energy relative to the best compared isomer or geometry (same formula, charge and spin)	28.4	kcal/mol

Charges per atom according to Löwdin partitioning, unit e:
1. Pd 0.80
2. Se 0.29
3. P 0.49
4. C -0.36
5. C -0.12
6. C -0.08
7. C -0.08
8. C -0.07
9. C -0.08
10. C -0.36
11. C -0.10
12. C -0.07
13. C -0.08
14. C -0.10
15. C -0.11
16. C -0.42
17. C -0.37
18. N -0.14
19. N -0.02
20. N -0.02
21. P 0.66
22. Se 0.50
23. C -0.37
24. C -0.11
25. C -0.07
26. C -0.09
27. C -0.08
28. C -0.08
29. C -0.33
30. C -0.10
31. C -0.07
32. C -0.07
33. C -0.08
34. C -0.10
35. H 0.10
36. H 0.10
37. H 0.10
38. H 0.10
39. H 0.09
40. H 0.10
41. H 0.10
42. H 0.10
43. H 0.10
44. H 0.10
45. H 0.11
46. H 0.11
47. H 0.10
48. H 0.10
49. H 0.10
50. H 0.05
51. H 0.11
52. H 0.10
53. H 0.10
54. H 0.10
55. O 0.04
56. C -0.61
57. O -0.16
58. C -0.04
59. C 0.06
60. C -0.17
61. C 0.07
62. C -0.10
63. C -0.33
64. O -0.09
65. N -0.36
66. O 0.11
67. O 0.07
68. N -0.38
69. O 0.03
70. O 0.05
71. H 0.13
72. H 0.13
73. C -0.02
74. C -0.47
75. C -0.01
76. O -0.03
77. H 0.09
78. H 0.05
79. H 0.10
80. H 0.07
81. H 0.09
82. H 0.09

---

Which of these has the highest max |F|?
C36H28N5O8P2PdSe2